Entry 1:
A single C9H12NOP molecule at a distorted geometry, computed with wB97M-V/def2-TZVPD.

The energy above the lowest of the compared OMol25 structures with the same formula, charge and spin is 69.4 kJ/mol. The expectation value of S² is 2.010. The spin multiplicity is 3. The largest force on an atom comes out at 6.06 eV Å⁻¹. The total energy comes out at -821.3040 a.u. Its gap between HOMO and LUMO (spin up / spin down) is 5.3 / 6.3 eV.

```
24
Properties=species:S:1:pos:R:3:forces:R:3:nbo_charge:R:1
C -2.230 -1.238 -2.506 1.0 0.3 0.8 -0.229
C -0.911 -1.654 -2.367 0.1 -1.7 -2.8 -0.200
C -2.823 -0.562 -1.388 -2.7 -1.3 -5.3 -0.212
C -0.227 -1.508 -1.205 1.6 0.4 0.9 -0.257
C -2.112 -0.353 -0.283 0.3 0.3 1.8 -0.242
C -0.793 -0.795 -0.183 0.0 0.0 2.3 -0.316
C 1.369 1.634 1.346 0.2 2.0 -1.6 -0.297
C -0.117 1.865 1.804 2.5 0.2 0.4 -0.080
C 2.874 -0.072 0.699 -0.1 0.5 -2.1 -0.458
N 1.522 0.355 0.686 -0.4 2.4 1.3 -0.377
O -0.563 0.605 2.272 -0.4 1.2 -0.1 -0.810
P 0.026 -0.683 1.514 -1.0 -3.5 -1.3 0.981
H -2.715 -1.450 -3.455 -0.3 0.3 0.3 0.214
H -0.336 -2.209 -3.194 -1.3 0.9 1.1 0.207
H -3.917 -0.344 -1.681 1.7 0.2 1.6 0.220
H 0.794 -1.892 -1.116 -0.3 0.2 0.0 0.208
H -2.616 0.020 0.587 0.1 0.5 0.4 0.222
H 1.805 2.534 0.690 -1.0 -1.7 1.2 0.205
H 2.017 1.579 2.197 0.4 0.3 0.9 0.197
H -0.039 2.552 2.695 -0.7 -0.4 -1.2 0.202
H -0.685 2.204 0.939 -0.4 0.2 0.3 0.191
H 2.892 -0.979 0.165 0.3 -1.4 -0.6 0.212
H 3.496 0.630 0.131 0.0 0.1 0.3 0.203
H 3.290 -0.240 1.654 0.3 0.0 1.4 0.215
```
Positions in Å, forces in eV/Å.

---

Entry 2:
2 unconnected molecules or ions with the total composition C9H12NOS, computed with wB97M-V/def2-TZVPD.

The energy above the lowest of the compared OMol25 structures with the same formula, charge and spin is 8.9 kJ/mol. The spin multiplicity is 1. The largest force on an atom comes out at 0.95 eV Å⁻¹. As for the net charge: -1. The total energy comes out at -878.2828 a.u. Its gap between HOMO and LUMO is 5.4 eV.

```
24
Properties=species:S:1:pos:R:3:forces:R:3:nbo_charge:R:1
C 1.687 -2.293 0.515 0.4 -0.4 -0.2 -0.387
C 1.801 -1.333 1.522 0.1 0.0 0.0 -0.221
C 0.473 -2.420 -0.146 0.1 -0.1 0.0 -0.178
C 0.757 -0.509 1.840 0.1 0.1 0.3 -0.270
C -0.599 -1.613 0.160 -0.5 -0.2 0.1 -0.398
C -0.503 -0.608 1.173 -0.5 -0.1 -0.4 0.112
C -0.433 0.770 -2.050 -0.1 -0.1 -0.2 -0.727
C 0.473 2.325 -0.291 0.0 0.0 0.2 -0.704
C -0.656 1.948 -1.185 -0.6 0.3 0.2 0.040
N -1.437 0.248 1.526 -0.1 0.9 0.4 -0.348
O -2.678 0.078 0.814 0.1 -0.4 -0.3 -0.648
S -2.091 2.758 -1.179 0.4 -0.1 -0.1 -0.128
H 2.523 -2.936 0.270 0.0 0.0 0.0 0.184
H 2.739 -1.242 2.063 0.0 0.0 0.0 0.185
H 0.363 -3.172 -0.923 0.0 0.0 0.0 0.183
H 0.843 0.229 2.628 0.0 0.0 0.0 0.195
H -1.557 -1.770 -0.317 0.0 0.1 0.0 0.219
H -1.175 0.706 -2.844 0.0 0.0 0.0 0.220
H 0.574 0.769 -2.472 0.1 0.0 0.0 0.210
H -0.513 -0.141 -1.425 0.1 0.2 0.0 0.296
H 1.289 2.765 -0.872 0.0 0.0 -0.1 0.210
H 0.151 3.033 0.467 0.0 0.0 0.0 0.231
H 0.857 1.427 0.201 0.1 0.0 0.0 0.263
H -2.889 0.979 0.526 0.2 -0.2 0.1 0.460
```
Positions in Å, forces in eV/Å.

---

Entry 3:
A gas-phase ion, C9H12NS2 (charge +1) at a distorted geometry, computed with wB97M-V/def2-TZVPD.

The SMILES is CSC(=C[n+]1ccccc1)SC. The energy above the lowest of the compared OMol25 structures with the same formula, charge and spin is 166.1 kJ/mol. The spin multiplicity is 1. The largest force on an atom comes out at 6.82 eV Å⁻¹. As for the net charge: +1. The total energy comes out at -1200.9450 a.u. Its gap between HOMO and LUMO (spin up / spin down) is 6.9 / 6.9 eV.

```
24
Properties=species:S:1:pos:R:3:forces:R:3:nbo_charge:R:1
C -3.920 0.806 1.002 1.2 -1.8 -2.3 -0.682
S -2.501 1.340 -0.113 -1.0 1.4 -0.1 0.290
C -1.091 0.385 0.089 3.3 1.9 -0.6 -0.345
C 0.188 1.111 0.018 -5.2 -4.4 0.8 -0.093
N 1.410 0.510 0.038 3.3 -0.7 -0.2 -0.268
C 2.454 1.257 -0.500 -0.9 0.7 1.0 0.073
C 3.755 0.907 -0.332 -1.0 -0.2 -1.2 -0.214
C 4.038 -0.381 -0.030 -1.5 -0.4 1.6 -0.093
C 3.033 -1.148 0.543 -0.1 1.9 -1.1 -0.216
C 1.766 -0.679 0.668 -2.4 0.9 -0.3 0.070
S -1.280 -1.338 -0.039 0.3 -0.4 0.0 0.263
C -2.726 -1.648 -1.188 0.4 1.3 4.1 -0.638
H -4.057 1.564 1.709 0.0 0.7 1.3 0.241
H -3.690 -0.218 1.338 -0.2 0.7 0.4 0.236
H -4.766 0.760 0.311 0.1 0.0 0.2 0.239
H 0.294 2.107 -0.181 -0.7 2.5 0.0 0.224
H 2.299 2.250 -0.936 -0.8 -0.6 0.3 0.243
H 4.473 1.596 -0.648 1.1 0.8 -0.4 0.248
H 5.011 -0.694 -0.038 2.3 -1.1 -0.1 0.237
H 3.197 -2.066 0.932 0.8 -2.8 1.1 0.243
H 0.962 -1.201 1.258 1.1 0.7 -0.9 0.256
H -2.636 -1.167 -2.078 0.3 1.3 -2.5 0.231
H -3.608 -1.380 -0.615 -0.2 -0.1 -0.4 0.224
H -2.604 -2.669 -1.209 -0.1 -2.5 -0.6 0.231
```
Positions in Å, forces in eV/Å.

---

Entry 4:
A single C9H12O3S2 molecule at a distorted geometry, computed with wB97M-V/def2-TZVPD.

The energy above the lowest of the compared OMol25 structures with the same formula, charge and spin is 223.8 kJ/mol. The spin multiplicity is 1. The largest force on an atom comes out at 6.17 eV Å⁻¹. The total energy comes out at -1371.9550 a.u. Its gap between HOMO and LUMO (spin up / spin down) is 6.7 / 6.7 eV.

```
26
Properties=species:S:1:pos:R:3:forces:R:3:nbo_charge:R:1
C -1.328 0.808 -1.169 2.6 -3.0 2.1 -0.414
C 0.016 0.561 -1.508 1.4 0.1 0.0 0.253
C -2.242 -0.085 -0.473 3.7 0.1 0.8 -0.257
C -2.179 -0.486 1.129 -0.9 -0.1 -1.8 -0.451
C 0.907 0.235 -0.507 -1.0 -0.1 2.1 0.023
C -1.206 0.085 1.963 0.9 -0.1 -3.9 0.291
C 1.936 0.792 -2.985 -0.8 -1.6 -3.0 -0.258
C 1.849 -1.938 -0.807 -1.5 0.9 3.4 -0.252
C -0.463 0.838 3.881 -3.0 3.1 4.5 -0.298
O 0.522 0.786 -2.777 -1.5 -0.8 0.1 -0.516
O 1.967 -0.587 -0.358 0.2 0.7 -1.1 -0.517
O -1.455 0.058 3.223 1.6 0.9 0.5 -0.431
S -1.752 -1.758 -0.043 -0.3 -0.6 -0.6 0.169
S 0.216 0.834 1.124 -0.4 -0.4 0.6 0.227
H -1.816 1.423 -1.754 -2.4 3.3 -3.0 0.199
H -3.160 0.134 -0.879 -2.6 -0.3 -0.1 0.229
H -3.181 -0.654 1.441 -0.5 0.1 1.1 0.245
H 2.250 1.629 -2.404 1.3 0.2 0.4 0.199
H 1.991 0.988 -4.164 0.2 -0.2 2.7 0.196
H 2.416 -0.262 -2.826 -0.7 2.2 0.1 0.182
H 2.001 -2.133 -1.787 -0.3 0.2 -3.7 0.167
H 0.878 -2.274 -0.412 0.6 -0.6 -0.4 0.197
H 2.700 -2.386 -0.392 0.9 -1.1 1.3 0.187
H -0.726 0.702 4.963 0.8 -0.4 -0.8 0.204
H -0.699 1.963 3.852 0.2 -1.5 -0.9 0.198
H 0.556 0.726 3.670 1.2 -1.0 -0.7 0.224
```
Positions in Å, forces in eV/Å.

---

Entry 5:
A single C9H12OS2 molecule at a distorted geometry, computed with wB97M-V/def2-TZVPD.

The SMILES is CCSc1sc(CC)cc1C=O. The energy above the lowest of the compared OMol25 structures with the same formula, charge and spin is 93.5 kJ/mol. The spin multiplicity is 1. The largest force on an atom comes out at 2.06 eV Å⁻¹. The total energy comes out at -1221.7245 a.u. Its gap between HOMO and LUMO is 8.8 eV.

```
24
Properties=species:S:1:pos:R:3:forces:R:3:nbo_charge:R:1
C -4.388 -0.931 0.438 1.0 -0.1 0.6 -0.616
C -2.862 -0.743 0.438 0.4 0.2 0.5 -0.512
S -2.223 -0.245 -1.182 -0.8 -0.1 -1.0 0.240
C -0.545 0.149 -0.930 0.1 -0.1 -0.3 -0.328
S 0.708 -1.107 -1.131 -0.8 1.4 0.5 0.427
C 1.961 0.032 -0.704 -1.3 -0.3 0.2 -0.162
C 3.366 -0.401 -0.452 0.7 0.5 -0.4 -0.438
C 3.543 -1.295 0.816 -0.3 0.6 -0.4 -0.607
C 1.394 1.251 -0.489 0.9 0.5 -0.2 -0.231
C -0.013 1.402 -0.687 1.3 -1.5 0.6 -0.211
C -0.607 2.730 -0.407 0.8 0.2 0.8 0.415
O 0.023 3.627 0.126 -0.3 -0.7 -0.6 -0.514
H -4.820 0.009 0.152 -0.6 0.2 -0.4 0.216
H -4.697 -1.774 -0.172 0.0 0.2 -0.4 0.218
H -4.735 -1.154 1.454 0.2 0.1 -0.1 0.222
H -2.338 -1.624 0.760 0.1 -0.7 0.0 0.209
H -2.508 0.032 1.113 -0.5 0.2 0.2 0.211
H 3.733 -0.975 -1.343 -0.1 0.7 0.7 0.221
H 3.899 0.602 -0.393 -0.1 -1.5 0.1 0.226
H 2.730 -1.145 1.527 0.0 0.1 0.0 0.215
H 4.471 -1.095 1.325 0.4 0.3 0.1 0.217
H 3.582 -2.342 0.560 -0.2 -0.4 -0.2 0.210
H 1.963 2.116 -0.185 0.3 0.1 0.0 0.237
H -1.637 2.881 -0.632 -1.2 0.0 -0.4 0.134
```
Positions in Å, forces in eV/Å.

---

Entry 6:
A single C9H12S2 molecule at a distorted geometry, computed with wB97M-V/def2-TZVPD.

The SMILES is SC1=C2[C@H]3[C@H](CCC[C@@H]23)[C@H]1S. The energy above the lowest of the compared OMol25 structures with the same formula, charge and spin is 331.2 kJ/mol. The spin multiplicity is 1. The largest force on an atom comes out at 4.84 eV Å⁻¹. The total energy comes out at -1146.3829 a.u. Its gap between HOMO and LUMO (spin up / spin down) is 8.3 / 8.3 eV.

```
23
Properties=species:S:1:pos:R:3:forces:R:3:nbo_charge:R:1
S 2.593 -2.012 -0.478 -0.2 -0.3 -0.1 0.103
C 1.556 -0.770 0.119 -2.9 2.6 2.9 -0.237
C 0.640 -0.742 1.156 0.3 -0.3 -0.3 0.036
C -0.340 0.648 1.476 3.0 -2.0 -2.3 -0.283
C -0.013 1.192 0.070 0.0 0.1 -0.4 -0.223
C -1.119 0.747 -0.896 0.1 0.0 -0.1 -0.398
C -1.371 -0.762 -0.883 -0.2 0.1 0.0 -0.403
C -1.749 -1.269 0.507 0.2 -0.1 -0.1 -0.390
C -0.754 -0.806 1.558 -0.3 -0.4 0.3 -0.250
C 1.403 0.657 -0.435 0.2 0.8 -0.1 -0.323
S 2.804 1.749 0.100 -0.1 -0.5 0.1 -0.052
H 3.489 -1.170 -1.002 0.1 0.1 -0.1 0.140
H -0.018 1.185 2.347 0.1 0.0 0.3 0.230
H 0.025 2.286 0.082 0.0 -0.1 0.0 0.224
H -0.869 1.067 -1.911 -0.1 0.0 0.0 0.202
H -2.040 1.256 -0.600 0.0 0.1 -0.1 0.208
H -0.481 -1.291 -1.227 -0.1 -0.1 -0.1 0.204
H -2.185 -0.995 -1.573 0.1 0.0 -0.1 0.213
H -1.820 -2.360 0.496 0.0 0.0 0.1 0.212
H -2.724 -0.865 0.792 0.0 0.0 0.0 0.209
H -0.993 -1.146 2.561 0.0 0.1 0.1 0.239
H 1.441 0.647 -1.528 0.0 -0.1 0.0 0.221
H 2.525 2.752 -0.729 0.0 0.2 -0.2 0.117
```
Positions in Å, forces in eV/Å.